Formula: C27H22ClMnN2O5PS5
Source: the OMol25 dataset
Level of theory: wB97M-V/def2-TZVPD

Each line ends with the Löwdin spin population.
Atoms and positions in Å:
Mn: -0.313 0.377 -0.237  2.908
S: 2.217 0.903 1.847  0.397
S: 1.212 0.931 3.489  0.376
S: -0.676 1.808 3.155  0.160
S: -0.817 2.236 1.206  0.048
N: 0.891 -1.122 -2.667  0.005
P: 1.666 -0.399 -1.294  0.022
C: 2.648 -1.845 -0.723  0.004
C: 2.273 -2.454 0.473  0.005
C: 2.937 -3.598 0.914  0.001
C: 3.970 -4.138 0.164  0.001
C: 4.345 -3.539 -1.038  0.001
C: 3.688 -2.397 -1.479  0.001
C: 2.940 0.621 -2.106  0.004
C: 2.723 1.239 -3.333  0.003
C: 3.707 2.057 -3.886  0.000
C: 4.898 2.275 -3.211  0.003
C: 5.103 1.690 -1.965  0.000
C: 4.126 0.875 -1.411  0.003
C: -0.472 -1.340 -2.718  0.004
C: -1.085 -1.832 -3.879  0.000
C: -2.434 -2.076 -3.857  0.001
C: -3.160 -1.859 -2.683  0.000
C: -2.484 -1.378 -1.592  0.006
N: -1.167 -1.114 -1.603  0.018
H: 1.352 -1.107 -3.555  0.001
H: 1.461 -2.023 1.051  0.002
H: 2.638 -4.066 1.846  0.000
H: 4.486 -5.027 0.507  0.000
H: 5.147 -3.966 -1.632  0.000
H: 3.989 -1.933 -2.413  0.000
H: 1.779 1.113 -3.849  0.000
H: 3.528 2.532 -4.845  0.000
H: 5.663 2.910 -3.646  0.000
H: 6.023 1.875 -1.421  0.000
H: 4.280 0.430 -0.431  0.000
H: -0.491 -1.981 -4.777  0.000
H: -2.931 -2.439 -4.752  0.000
H: -4.224 -2.055 -2.626  0.000
H: -2.981 -1.200 -0.647  0.002
O: -0.693 3.581 -3.232  0.000
Cl: -1.086 2.204 -3.096  0.001
O: -0.475 1.398 -4.142  0.000
O: -2.517 2.052 -3.116  0.002
O: -0.596 1.738 -1.766  0.015
C: -6.781 -6.516 4.887  0.000
C: -5.598 -5.768 4.313  0.001
O: -5.354 -5.726 3.138  0.000
S: -4.638 -4.945 5.589  0.001
C: -3.499 -3.975 4.648  0.008
C: -3.621 -2.586 4.659  -0.001
C: -2.798 -1.811 3.847  0.008
C: -1.859 -2.410 2.994  0.002
C: -1.703 -3.799 3.058  0.008
C: -2.513 -4.577 3.876  -0.001
C: -1.149 -1.600 2.026  0.025
C: -0.643 -0.895 1.183  -0.046
H: -6.910 -7.455 4.353  0.000
H: -7.672 -5.906 4.724  0.000
H: -6.668 -6.694 5.957  0.000
H: -4.371 -2.118 5.290  0.000
H: -2.888 -0.728 3.836  0.001
H: -0.949 -4.268 2.437  0.000
H: -2.395 -5.655 3.898  0.000

spin multiplicity: 5
total charge: -1
strongest force on any atom: 1.61 eV/Å
energy: -5471.114905 a.u.
relative energy (zero: lowest compared OMol25 entry of this formula, charge and spin): 8.3 kcal per mole
highest occupied orbital energy (alpha / beta): -4.22 / -4.48 eV

---

Formula: C27H22N7OPdS2Te
Source: the OMol25 dataset
Level of theory: wB97M-V/def2-TZVPD

Each line ends with the Löwdin charge.
Atoms and positions in Å:
Pd: 0.077 -0.379 0.585  1.037
N: 3.977 -0.162 -0.520  0.225
C: 3.972 1.159 -0.090  -0.150
C: 4.957 2.140 -0.064  0.057
C: 4.602 3.372 0.461  -0.033
C: 3.315 3.621 0.947  -0.111
C: 2.316 2.647 0.916  -0.219
C: 2.676 1.399 0.381  -0.259
N: 1.943 0.252 0.216  0.030
C: 2.745 -0.659 -0.316  -0.209
C: 2.181 -1.971 -0.598  -0.276
C: 2.704 -3.123 -1.093  -0.270
S: 1.478 -4.299 -1.242  1.179
C: 0.331 -3.208 -0.632  -0.391
N: 0.821 -2.035 -0.333  -0.097
H: 4.759 -0.652 -0.927  0.193
H: 5.960 1.953 -0.425  0.138
H: 5.346 4.155 0.513  0.131
H: 3.097 4.590 1.376  0.129
H: 1.340 2.799 1.359  0.079
H: 3.720 -3.337 -1.382  0.103
H: -0.708 -3.470 -0.504  0.097
C: 0.343 -1.476 5.383  -0.012
C: 0.675 -0.922 4.139  -0.121
N: -0.109 -0.985 3.082  0.056
C: -1.293 -1.623 3.197  -0.163
C: -1.723 -2.204 4.402  -0.125
C: -0.861 -2.116 5.512  0.030
C: -2.998 -2.854 4.484  0.016
C: -3.810 -2.910 3.411  0.009
C: -3.411 -2.335 2.160  -0.122
C: -4.248 -2.391 1.032  0.042
C: -3.839 -1.835 -0.155  -0.009
C: -2.582 -1.239 -0.209  -0.113
N: -1.770 -1.180 0.841  -0.040
C: -2.158 -1.704 2.037  -0.121
H: 1.031 -1.393 6.213  0.124
H: 1.624 -0.412 4.009  0.116
H: -1.160 -2.558 6.454  0.137
H: -3.294 -3.293 5.428  0.135
H: -4.776 -3.393 3.467  0.134
H: -5.212 -2.876 1.112  0.141
H: -4.459 -1.859 -1.039  0.128
H: -2.212 -0.800 -1.127  0.123
Te: 1.225 3.740 -1.282  1.433
C: 2.140 5.448 -1.583  -1.058
C: 3.252 5.683 -2.427  -0.192
C: 3.618 7.012 -2.485  -0.118
C: 2.802 7.809 -1.681  -0.335
S: 1.606 6.959 -0.885  1.019
H: 3.737 4.883 -2.967  0.116
H: 4.427 7.412 -3.077  0.130
H: 2.888 8.880 -1.556  0.101
N: -2.819 2.290 1.241  0.219
C: -1.624 1.914 1.713  -0.613
N: -1.408 1.965 3.031  0.221
O: -0.724 1.533 0.907  -0.176
H: -3.529 2.702 1.824  0.132
H: -2.943 2.328 0.244  0.129
H: -2.087 2.323 3.681  0.134
H: -0.523 1.647 3.386  0.107

total charge: +3
strongest force on any atom: 1.00 eV/Å
energy: -2692.107551 a.u.
relative energy (zero: lowest compared OMol25 entry of this formula, charge and spin): 0.7 kcal per mole
highest occupied orbital energy: -16.13 eV

---

Formula: C27H23AsClO8PPtS
Source: the OMol25 dataset
Level of theory: wB97M-V/def2-TZVPD

Each line ends with the Löwdin charge.
Atoms and positions in Å:
Pt: 0.215 -0.417 -1.291  0.926
O: 4.007 -1.863 -0.926  0.013
C: 3.018 -1.148 -0.872  -0.719
O: 1.996 -1.294 -1.668  -0.232
C: 2.909 0.003 0.102  -0.239
P: 1.173 0.178 0.790  0.936
C: 1.292 -0.970 2.195  -0.332
C: 1.005 -0.651 3.518  -0.125
C: 1.125 -1.610 4.511  -0.097
C: 1.506 -2.906 4.193  -0.108
C: 1.754 -3.239 2.869  -0.083
C: 1.645 -2.278 1.876  -0.073
C: 1.443 1.916 1.296  -0.334
C: 2.043 2.308 2.488  -0.082
C: 2.315 3.646 2.738  -0.103
C: 2.001 4.614 1.796  -0.116
C: 1.432 4.226 0.591  -0.088
C: 1.161 2.890 0.342  -0.108
H: 3.039 0.909 -0.496  0.089
H: 3.693 -0.036 0.857  0.093
H: 0.619 0.329 3.759  0.089
H: 0.887 -1.350 5.536  0.092
H: 1.580 -3.659 4.968  0.088
H: 2.020 -4.254 2.601  0.097
H: 1.816 -2.561 0.844  0.104
H: 2.323 1.572 3.228  0.092
H: 2.775 3.929 3.678  0.091
H: 2.203 5.660 1.996  0.087
H: 1.185 4.967 -0.160  0.097
H: 0.717 2.596 -0.599  0.063
O: -2.769 0.091 3.903  -0.285
As: -2.145 -0.336 2.254  0.872
O: -1.866 -1.950 2.272  -0.481
O: -0.891 0.712 1.965  -0.539
C: -3.794 0.056 1.320  -0.199
C: -4.836 -0.818 1.626  -0.104
C: -6.099 -0.669 1.077  -0.118
C: -6.329 0.379 0.192  -0.115
C: -5.303 1.243 -0.136  -0.023
C: -4.022 1.100 0.416  -0.368
S: -1.726 1.516 -0.959  0.735
O: -3.095 2.011 0.068  -0.259
O: -2.221 1.908 -2.276  -0.456
O: -1.812 0.008 -0.778  -0.593
H: -2.105 -0.235 4.521  0.004
H: -4.630 -1.636 2.307  0.097
H: -6.892 -1.364 1.330  0.084
H: -7.309 0.514 -0.253  0.087
H: -5.450 2.055 -0.838  0.110
Cl: 3.970 -1.494 -7.301  0.571
C: 2.697 -1.320 -6.103  -0.687
C: 2.107 -0.084 -5.910  -0.130
C: 1.094 0.039 -4.972  -0.047
C: 0.649 -1.051 -4.216  -0.322
C: -0.433 -0.891 -3.220  -0.270
C: 1.285 -2.276 -4.432  -0.054
C: 2.299 -2.420 -5.365  -0.120
H: 2.437 0.771 -6.487  0.091
H: 0.631 1.006 -4.810  0.113
H: -1.028 -1.803 -3.123  0.052
H: -1.095 -0.068 -3.495  0.030
H: 0.994 -3.127 -3.829  0.115
H: 2.790 -3.374 -5.508  0.095

total charge: -2
strongest force on any atom: 1.06 eV/Å
energy: -5199.553987 a.u.
relative energy (zero: lowest compared OMol25 entry of this formula, charge and spin): 8.4 kcal per mole
highest occupied orbital energy: -2.66 eV

---

Formula: C27H23AsCoN3O2
Source: the OMol25 dataset
Level of theory: wB97M-V/def2-TZVPD

Each line ends with the Löwdin spin population.
Atoms and positions in Å:
Co: 1.048 -1.475 1.076  0.951
N: 0.191 -0.779 2.719  -0.009
C: -1.217 -1.102 2.609  0.000
C: -2.236 -0.333 3.075  0.001
C: -3.576 -0.764 2.903  -0.002
C: -3.858 -1.953 2.298  0.001
C: -2.807 -2.752 1.775  0.000
C: -2.993 -3.972 1.084  0.010
C: -1.917 -4.621 0.547  -0.001
C: -0.641 -4.040 0.654  0.009
N: -0.428 -2.917 1.306  0.001
C: -1.491 -2.294 1.900  0.006
H: 0.336 0.172 3.038  0.000
H: 0.635 -1.403 3.394  0.001
H: -2.031 0.595 3.595  0.000
H: -4.377 -0.139 3.274  0.000
H: -4.880 -2.292 2.193  0.000
H: -3.993 -4.376 0.979  0.000
H: -2.030 -5.556 0.018  0.000
H: 0.223 -4.498 0.186  0.000
O: 3.014 -1.440 1.568  0.024
N: 3.327 -1.892 0.449  0.007
O: 2.275 -2.097 -0.246  -0.020
C: -2.817 3.489 0.063  0.001
C: -1.990 3.242 1.151  0.000
C: -0.945 2.340 1.033  0.001
C: -0.702 1.690 -0.176  0.004
C: -1.548 1.923 -1.256  0.001
C: -2.601 2.821 -1.132  0.000
As: 0.783 0.456 -0.327  0.008
C: 0.715 -0.055 -2.178  0.002
C: 0.202 -1.308 -2.493  0.001
C: 0.067 -1.692 -3.820  0.000
C: 0.451 -0.825 -4.832  0.000
C: 0.957 0.430 -4.520  0.000
C: 1.084 0.821 -3.196  0.000
C: 2.397 1.510 -0.144  -0.001
C: 3.477 1.282 -0.991  0.000
C: 4.679 1.944 -0.778  0.000
C: 4.813 2.825 0.283  0.001
C: 3.743 3.041 1.141  0.000
C: 2.542 2.380 0.933  0.001
H: -3.629 4.198 0.149  0.000
H: -2.158 3.755 2.089  0.000
H: -0.324 2.145 1.900  0.000
H: -1.393 1.411 -2.196  0.000
H: -3.250 3.001 -1.979  0.000
H: -0.086 -1.992 -1.703  0.001
H: -0.333 -2.667 -4.063  0.000
H: 0.355 -1.126 -5.867  0.000
H: 1.253 1.108 -5.310  0.000
H: 1.456 1.810 -2.959  0.000
H: 3.398 0.577 -1.807  0.000
H: 5.512 1.766 -1.445  0.000
H: 5.752 3.337 0.449  0.000
H: 3.843 3.724 1.974  0.000
H: 1.721 2.564 1.614  0.000

spin multiplicity: 2
total charge: +1
strongest force on any atom: 0.56 eV/Å
energy: -4975.711524 a.u.
relative energy (zero: lowest compared OMol25 entry of this formula, charge and spin): 16.2 kcal per mole
highest occupied orbital energy (alpha / beta): -11.35 / -11.65 eV